# 1
Below is the molecule C3H4F8P4, with properties calculated with wB97M-V/def2-TZVPD.

Structure (XYZ):
```
19
Properties=species:S:1:pos:R:3:forces:R:3
C -0.50458 0.45218 -1.77999 0.908 -3.272 0.202
C 0.28526 0.75573 0.72780 0.194 -3.191 0.128
C -0.23143 -0.23657 -0.38028 0.360 0.539 -0.230
F 2.48028 0.87275 1.94607 0.917 -0.786 0.079
F 2.04495 2.70712 0.67522 0.041 -0.460 -0.981
F -1.42966 -0.65172 2.47808 -0.210 0.113 0.175
F 0.40033 0.26424 3.50353 0.470 0.364 0.781
F 1.96155 -0.98894 -1.61422 0.341 -0.067 0.083
F 0.35902 -2.64719 -1.38127 0.061 0.210 0.902
F -2.33526 -1.29702 -1.38009 0.078 -1.014 -0.252
F -2.72681 -0.02734 0.44870 0.365 -0.251 0.415
P 2.12246 1.10899 0.40104 -1.469 1.933 2.087
P 0.14494 -0.63707 2.26209 0.413 1.952 -0.544
P 1.11194 -1.59239 -0.39868 -0.505 0.055 -2.299
P -1.73522 -1.25645 0.09651 -1.518 1.149 -1.221
H -0.30487 -0.42315 -2.47261 -0.676 1.333 0.152
H -1.52466 0.78526 -1.87286 -0.120 0.272 -0.028
H 0.22744 1.18207 -2.03716 0.474 0.803 0.138
H -0.34567 1.62951 0.77814 -0.124 0.318 0.414
```
Forces are in eV/Å.

net charge	0
structure (SMILES)	CC(C(P(F)F)P(F)F)(P(F)F)P(F)F
molar mass	315.94	u
ΔE to the lowest compared entry with this formula, charge and spin	0.182	eV
E	-62076.103	eV
LUMO	-0.86	eV

Atom charges from the natural (NBO) analysis, given in e for atoms 1 to 8: C -0.62; C -0.90; C -0.78; F -0.58; F -0.58; F -0.58; F -0.57; F -0.59

=====

# 2
Below is a cluster of 4 separate species, C49H32BFN2O11S in total, with properties calculated with wB97M-V/def2-TZVPD.

Structure (XYZ):
```
97
Properties=species:S:1:pos:R:3:forces:R:3
C -0.08454 -5.68466 3.32737 0.028 -0.076 -0.172
B 0.31537 -4.52261 2.36724 -0.105 -0.001 -0.005
O 0.18304 -4.68090 1.02841 0.536 -0.401 0.209
C 0.89765 -3.13891 2.94627 -0.013 -0.110 -0.032
C 0.30458 -1.94537 3.01209 0.183 0.401 -0.014
S -1.36961 -1.84900 2.41272 0.125 -0.109 0.142
O -1.40861 -2.24718 1.05177 -0.001 -0.025 0.015
O -2.20759 -2.44426 3.39119 -0.111 0.018 -0.034
F -1.66651 -0.32807 2.42544 0.002 -0.018 0.007
C 0.99346 -0.74797 3.61887 -0.028 0.043 0.026
O 0.49862 0.35607 3.64960 0.028 -0.184 0.078
C 2.34264 -0.95637 4.20229 -0.317 0.144 0.060
N 2.93341 0.16401 4.75702 -0.061 -0.084 0.388
C 2.95185 -2.15214 4.15209 0.052 -0.295 -0.134
N 4.20463 -2.39667 4.70386 0.209 0.262 -0.315
C 2.28305 -3.28277 3.50935 0.121 -0.094 -0.033
O 2.84471 -4.36105 3.40223 -0.064 0.101 -0.040
H -1.12609 -5.61310 3.65069 0.021 0.081 0.071
H 0.02485 -6.62991 2.79115 -0.073 -0.022 0.032
H 0.55867 -5.71749 4.20707 -0.128 0.052 0.101
H 0.69684 -4.05828 0.50840 -0.343 0.330 -0.179
H 3.50777 -0.05182 5.56170 0.090 -0.001 -0.053
H 2.25225 0.86987 5.00658 -0.007 0.121 -0.281
H 4.80750 -1.58407 4.64667 -0.002 -0.003 0.093
H 4.66251 -3.17184 4.23928 -0.121 -0.203 0.187
C -2.51985 -1.09214 -1.51192 -0.054 0.062 -0.131
C -3.18354 -0.17820 -0.70000 -0.017 -0.008 0.005
C -3.20520 1.16468 -1.03224 -0.015 -0.048 0.041
C -2.55215 1.60779 -2.17708 0.016 0.006 -0.018
C -1.87423 0.69458 -2.98589 0.007 0.034 -0.004
C -1.87089 -0.65562 -2.65387 -0.003 -0.064 0.045
C -1.13677 1.14080 -4.20230 0.000 0.000 -0.014
O -0.55322 0.34762 -4.91047 0.011 -0.008 0.003
C -1.13567 2.59916 -4.51461 -0.016 -0.019 0.030
C -0.41907 3.05052 -5.61633 0.020 0.053 -0.048
C -0.41342 4.39859 -5.93184 -0.010 -0.008 0.014
C -1.12746 5.30351 -5.15345 -0.002 0.053 -0.012
C -1.84015 4.85859 -4.05270 0.020 0.049 -0.037
C -1.84299 3.50808 -3.72534 0.001 -0.034 0.021
C -2.59976 3.05747 -2.52085 -0.003 0.015 -0.008
O -3.22905 3.84355 -1.84526 0.002 0.003 0.010
H -2.51132 -2.14117 -1.25264 0.009 0.013 0.027
H -3.68576 -0.51913 0.19620 -0.001 -0.005 -0.014
H -3.72147 1.88463 -0.41206 0.002 0.030 -0.031
H -1.35088 -1.35087 -3.29878 0.019 0.034 -0.023
H 0.12771 2.33438 -6.21433 -0.021 -0.034 0.019
H 0.14780 4.74812 -6.78883 -0.006 0.002 -0.005
H -1.12913 6.35789 -5.40115 -0.005 0.002 0.012
H -2.39754 5.55025 -3.43611 -0.003 -0.025 0.028
C 0.95040 -14.17794 4.54862 0.004 0.011 0.002
C 1.68776 -14.57154 5.66018 0.002 0.013 0.003
C 2.37950 -13.63135 6.40442 -0.026 -0.069 -0.007
C 2.34368 -12.29205 6.03553 0.004 0.036 -0.005
C 1.61615 -11.89927 4.91086 0.024 0.025 0.009
C 0.91452 -12.84577 4.17405 -0.018 -0.070 -0.014
C 1.58622 -10.47451 4.46982 -0.010 0.006 0.000
O 0.94744 -10.13115 3.49847 -0.002 0.000 -0.006
C 2.37452 -9.48866 5.26401 -0.001 -0.037 0.007
C 2.40271 -8.16300 4.84924 0.009 0.065 -0.012
C 3.11549 -7.22494 5.57576 0.028 0.016 0.002
C 3.80275 -7.60880 6.72276 -0.019 -0.007 0.007
C 3.78232 -8.92904 7.13913 0.023 0.066 0.007
C 3.07288 -9.87521 6.40909 -0.012 -0.028 -0.016
C 3.08455 -11.29573 6.86287 0.000 0.001 0.009
O 3.67693 -11.63015 7.86624 0.011 -0.004 -0.001
H 0.40528 -14.91418 3.97263 0.003 -0.003 0.000
H 1.72063 -15.61475 5.94586 -0.007 0.000 0.002
H 2.95309 -13.91994 7.27446 0.004 0.041 0.013
H 0.34910 -12.52343 3.31052 0.019 0.039 0.000
H 1.86421 -7.88394 3.95420 -0.009 -0.025 0.004
H 3.14301 -6.19447 5.24425 -0.005 -0.006 -0.017
H 4.35728 -6.87373 7.29163 0.001 0.001 -0.002
H 4.31344 -9.24305 8.02719 -0.006 -0.042 -0.009
C -5.25605 12.39563 -4.80110 0.011 -0.001 -0.004
C -5.23107 11.03233 -4.52795 0.012 -0.001 -0.002
C -4.07721 10.30010 -4.74877 -0.062 0.004 0.029
C -2.94382 10.92757 -5.25187 0.032 0.010 -0.010
C -2.97372 12.29312 -5.54041 0.028 -0.014 -0.018
C -4.13128 13.02511 -5.30642 -0.070 0.003 0.018
C -1.78424 12.98709 -6.11293 0.003 0.010 0.007
O -1.80568 14.17410 -6.35598 -0.002 0.005 -0.006
C -0.56722 12.16653 -6.38106 -0.033 -0.012 0.008
C 0.54067 12.77619 -6.95675 0.070 0.000 -0.020
C 1.68519 12.03761 -7.20367 -0.009 -0.002 0.007
C 1.73140 10.68810 -6.87090 -0.011 0.001 0.005
C 0.62936 10.07494 -6.30020 0.067 -0.006 -0.028
C -0.52574 10.80903 -6.05902 -0.035 0.012 0.005
C -1.70872 10.12166 -5.46660 -0.010 -0.002 0.007
O -1.66928 8.94540 -5.17227 0.017 -0.070 -0.018
H -6.15743 12.96664 -4.62127 -0.003 -0.002 -0.001
H -6.11415 10.54152 -4.14061 0.001 0.003 0.007
H -4.04027 9.24054 -4.53618 0.041 -0.001 -0.002
H -4.13561 14.08359 -5.52738 0.036 -0.003 -0.022
H 0.49007 13.82724 -7.20565 -0.037 0.005 0.023
H 2.54591 12.51308 -7.65531 0.004 -0.001 0.004
H 2.62944 10.11466 -7.05963 0.001 0.002 -0.003
H 0.64912 9.02620 -6.03735 -0.038 0.001 0.011
```
Forces are in eV/Å.

net charge	0
structure (SMILES)	CB(O)C1=C(S(=O)(=O)F)C(=O)C(N)=C(N)C1=O.O=C1c2ccccc2C(=O)c2ccccc21.O=C1c2ccccc2C(=O)c2ccccc21.O=C1c2ccccc2C(=O)c2ccccc21
molar mass	886.67	u
E	-91066.796	eV
LUMO	-2.07	eV

Atom charges from the Löwdin analysis, given in e for atoms 1 to 8: C 0.03; B -0.48; O 0.18; C 0.02; C -0.11; S 0.66; O -0.22; O -0.21

=====

# 3
Below is a structure of composition C26H22BF2HoN4O3, with properties calculated with wB97M-V/def2-TZVPD.

Structure (XYZ):
```
59
Properties=species:S:1:pos:R:3:forces:R:3
Ho -0.63217 -0.15297 -0.21344 1.039 -0.489 -1.564
C -4.74435 -3.50699 -1.02261 -0.023 0.040 0.021
C -4.67908 -2.84044 0.19806 0.052 -0.002 -0.034
C -3.45837 -2.44873 0.72117 -0.180 -0.037 0.068
C -2.26284 -2.72334 0.04508 0.671 0.084 0.437
C -2.34145 -3.39954 -1.17069 -0.076 -0.114 -0.235
C -3.56859 -3.77783 -1.70512 0.087 0.021 0.059
N -1.00975 -2.24327 0.50286 -0.412 -0.762 0.755
C -0.65473 -2.43225 1.84543 -0.331 -0.030 -0.892
C -1.07534 -3.50743 2.62637 -0.090 -0.159 0.264
C -0.63322 -3.65274 3.93390 -0.067 -0.042 -0.128
C 0.24840 -2.73381 4.49389 0.064 0.117 0.011
C 0.67432 -1.65032 3.74086 0.020 -0.113 0.224
C 0.21966 -1.49241 2.43706 0.405 0.716 -0.261
N 0.55244 -0.39899 1.61003 0.676 -0.533 1.630
N 1.31618 0.55243 2.11272 0.099 0.160 -0.162
C 1.55443 1.54937 1.21388 0.156 -0.172 0.527
C 2.35184 2.63648 1.64795 0.038 0.077 -0.056
C 2.62561 3.65579 0.78543 0.097 0.100 0.103
C 2.11517 3.62154 -0.52910 -0.003 0.050 -0.018
C 1.34383 2.55264 -0.88193 -0.020 -0.190 0.282
N 1.04979 1.52800 -0.04623 0.235 0.300 -0.090
H -5.69899 -3.80924 -1.43285 -0.006 0.004 0.003
H -5.58863 -2.61236 0.74049 -0.006 -0.010 -0.002
H -3.41564 -1.91653 1.66439 0.012 -0.010 0.007
H -1.41907 -3.63640 -1.68738 -0.002 0.012 0.001
H -3.59923 -4.30046 -2.65350 -0.003 -0.008 0.002
H -1.75379 -4.23331 2.19516 0.017 -0.008 0.009
H -0.97483 -4.49858 4.51839 0.011 -0.002 -0.006
H 0.59337 -2.86015 5.51196 0.006 0.013 -0.006
H 1.34553 -0.90732 4.15102 -0.010 -0.018 -0.029
H 2.72143 2.61523 2.66340 0.014 0.016 -0.014
H 3.23619 4.48901 1.11096 -0.001 0.003 -0.018
H 2.31185 4.40781 -1.24350 0.036 0.016 0.028
H 0.91813 2.48764 -1.87480 -0.007 -0.029 -0.072
C -2.70513 6.67576 -4.43733 0.014 0.102 0.021
O -2.31888 5.31179 -4.50017 0.007 -0.294 0.530
C -2.28957 4.63041 -3.32139 0.027 0.133 -0.479
C -2.60065 5.17960 -2.08248 -0.078 -0.075 0.303
C -2.55228 4.39032 -0.94067 -0.007 -0.137 -0.060
C -2.20552 3.02667 -0.96776 -0.023 0.987 -1.149
C -2.20495 2.23263 0.21232 -0.538 -4.445 0.348
C -2.23961 2.81528 1.57702 0.261 0.242 0.376
O -2.34426 0.88341 0.11958 -1.802 4.874 0.540
C -1.85494 2.55303 -2.24849 0.431 -0.881 0.127
O -1.24965 1.27919 -2.33038 -0.627 0.291 -0.279
C -1.88549 3.29561 -3.39676 -0.086 0.228 0.015
H -2.67216 7.05167 -5.45445 -0.002 -0.036 -0.033
H -2.01249 7.25078 -3.81840 0.006 0.001 -0.017
H -3.71737 6.78064 -4.04156 -0.015 -0.008 -0.028
H -2.89276 6.21432 -1.98866 0.003 -0.009 0.007
H -2.82108 4.83654 0.00808 0.017 0.015 -0.031
H -1.60056 3.69830 1.65326 -0.035 -0.037 -0.013
H -1.89153 2.07769 2.30045 -0.007 -0.032 -0.088
H -3.25224 3.10904 1.88576 0.059 -0.075 -0.222
H -1.57015 2.87620 -4.34362 -0.014 0.009 0.055
F -2.95115 -0.03768 -3.39659 -0.143 0.179 -0.139
B -1.82504 0.13093 -2.76927 0.543 -0.219 0.128
F -1.06050 -0.95174 -2.45374 -0.489 0.185 -0.758
```
Forces are in eV/Å.

net charge	0
molar mass	652.23	u
ΔE to the lowest compared entry with this formula, charge and spin	2.090	eV
E	-71333.027	eV
spin multiplicity	5
LUMO (spin up / spin down)	-1.37 / -1.04	eV
<S²>	6.105

Atom charges from the Löwdin analysis, given in e for atoms 1 to 8: Ho 1.38; C -0.11; C -0.09; C -0.05; C -0.34; C -0.05; C -0.10; N -0.11

=====

# 4
Below is a structure of composition C4H8N2O2, with properties calculated with wB97M-V/def2-TZVPD.

Structure (XYZ):
```
16
Properties=species:S:1:pos:R:3:forces:R:3
C -1.79534 1.62792 -0.11486 0.058 0.341 0.223
C 1.19227 -0.96607 1.18776 0.060 0.356 -0.059
N -0.98211 0.68425 -0.83312 2.306 1.085 -0.512
C -0.79009 -0.58983 -0.36478 1.273 -1.008 1.522
C 0.77607 -0.68909 -0.24171 0.216 -2.983 -1.199
O 0.75539 1.01749 -0.61473 -3.489 1.254 0.020
N 1.45048 -1.15627 -1.29410 -0.956 -0.250 0.929
O -1.60120 -1.39844 0.02374 0.312 0.949 -0.741
H 1.05600 0.89371 -1.53694 -0.053 -0.124 -0.035
H 2.14389 -1.84744 -1.00690 0.202 0.529 0.039
H -1.48885 1.74126 0.92843 0.001 -0.022 -0.061
H -2.81634 1.22282 -0.12625 0.226 -0.065 -0.113
H -1.78478 2.59068 -0.62358 -0.039 -0.109 0.043
H 0.74042 -0.25360 1.88043 0.032 -0.047 0.038
H 0.86573 -1.96933 1.46571 -0.071 0.068 -0.076
H 2.27847 -0.90807 1.27089 -0.077 0.026 -0.017
```
Forces are in eV/Å.

net charge	0
molar mass	116.12	u
ΔE to the lowest compared entry with this formula, charge and spin	5.954	eV
E	-11348.159	eV
LUMO (spin up / spin down)	-0.95 / -0.95	eV

Atom charges from the natural (NBO) analysis, given in e for atoms 1 to 8: C -0.45; C -0.67; N -0.11; C 0.60; C 0.32; O -0.54; N -0.86; O -0.54